# 1
{"formula": "C30H55N3O15S5", "method": "wB97M-V/def2-TZVPD", "e_above_lowest_kcal_mol": 0.0, "smiles": "CN(C)C(=O)C[C@]1(CCCCCN)OC(=O)O[C@@]1(OC#N)S(C)(=O)=O.O=S1(=O)CCCC1.O=S1(=O)CCCC1.O=S1(=O)CCCC1.O=S1(=O)CCCC1", "total_charge": 0, "e_tot_ha": -4459.780736, "gap_ha": 0.3315, "elements": ["C", "N", "C", "C", "O", "C", "C", "C", "C", "C", "C", "C", "N", "O", "C", "O", "O", "C", "O", "C", "N", "S", "C", "O", "O", "H", "H", "H", "H", "H", "H", "H", "H", "H", "H", "H", "H", "H", "H", "H", "H", "H", "H", "H", "H", "H", "H", "H", "O", "S", "O", "C", "C", "C", "C", "H", "H", "H", "H", "H", "H", "H", "H", "O", "S", "O", "C", "C", "C", "C", "H", "H", "H", "H", "H", "H", "H", "H", "O", "S", "O", "C", "C", "C", "C", "H", "H", "H", "H", "H", "H", "H", "H", "O", "S", "O", "C", "C", "C", "C", "H", "H", "H", "H", "H", "H", "H", "H"], "positions_angstrom": [[-2.291, 0.652, -0.282], [-2.027, -0.599, -1.030], [-2.792, -0.635, -2.279], [-2.434, -1.687, -0.174], [-3.575, -1.963, 0.080], [-1.272, -2.380, 0.484], [-1.257, -3.907, 0.610], [-0.905, -4.368, 2.042], [0.431, -5.077, 2.238], [1.670, -4.161, 2.212], [2.740, -4.631, 1.230], [4.093, -4.011, 1.500], [5.116, -4.618, 0.614], [-0.109, -4.282, -0.266], [-0.330, -5.467, -0.815], [0.334, -6.024, -1.622], [-1.500, -5.975, -0.268], [-2.304, -4.824, -0.106], [-2.539, -4.385, -1.458], [-3.742, -4.204, -1.906], [-4.817, -4.124, -2.315], [-3.793, -5.553, 0.736], [-4.211, -6.821, -0.428], [-3.308, -6.171, 1.933], [-4.847, -4.601, 0.840], [-2.327, 0.433, 0.783], [-1.510, 1.384, -0.452], [-3.247, 1.098, -0.550], [-2.580, 0.277, -2.828], [-3.868, -0.682, -2.122], [-2.450, -1.460, -2.896], [-1.183, -1.911, 1.453], [-0.387, -2.079, -0.058], [-0.883, -3.475, 2.658], [-1.677, -4.999, 2.457], [0.352, -5.511, 3.232], [0.562, -5.919, 1.566], [2.099, -4.121, 3.208], [1.336, -3.169, 1.914], [2.823, -5.716, 1.237], [2.431, -4.301, 0.241], [4.384, -4.166, 2.535], [4.028, -2.943, 1.286], [5.736, -3.905, 0.256], [4.650, -5.000, -0.201], [-5.291, -6.875, -0.441], [-3.798, -6.607, -1.405], [-3.753, -7.730, -0.060], [0.868, -0.269, 1.198], [0.941, -0.269, 2.637], [0.541, -1.435, 3.387], [2.582, 0.252, 3.125], [2.474, 1.771, 3.221], [1.140, 2.056, 3.929], [0.073, 1.180, 3.260], [3.294, -0.101, 2.383], [2.792, -0.200, 4.094], [3.318, 2.192, 3.764], [2.465, 2.207, 2.220], [1.224, 1.795, 4.985], [0.869, 3.108, 3.871], [-0.698, 0.844, 3.949], [-0.384, 1.671, 2.403], [-1.424, 3.491, -1.840], [-2.457, 3.541, -2.847], [-3.541, 2.590, -2.830], [-3.109, 5.205, -2.922], [-2.222, 5.911, -3.937], [-2.024, 4.913, -5.088], [-1.677, 3.553, -4.469], [-3.080, 5.640, -1.927], [-4.139, 5.135, -3.270], [-2.675, 6.837, -4.265], [-1.255, 6.148, -3.486], [-2.951, 4.829, -5.658], [-1.246, 5.239, -5.776], [-2.065, 2.712, -5.039], [-0.607, 3.431, -4.312], [-2.838, 9.805, -5.299], [-3.909, 9.588, -4.361], [-3.888, 8.422, -3.510], [-4.131, 11.065, -3.374], [-5.136, 11.894, -4.168], [-6.209, 10.908, -4.649], [-5.482, 9.688, -5.229], [-3.163, 11.542, -3.239], [-4.535, 10.754, -2.411], [-5.560, 12.690, -3.558], [-4.641, 12.356, -5.024], [-6.829, 10.601, -3.805], [-6.866, 11.356, -5.392], [-6.018, 8.756, -5.071], [-5.253, 9.809, -6.286], [7.763, -4.199, 6.457], [7.307, -4.346, 5.098], [5.900, -4.423, 4.801], [8.070, -3.072, 4.095], [9.375, -3.701, 3.619], [9.023, -5.140, 3.215], [8.164, -5.734, 4.338], [8.198, -2.180, 4.703], [7.396, -2.870, 3.263], [9.805, -3.141, 2.790], [10.102, -3.707, 4.433], [8.453, -5.130, 2.285], [9.915, -5.742, 3.049], [7.417, -6.433, 3.973], [8.766, -6.201, 5.115]], "forces_ev_per_angstrom": [[0.17, -0.04, 0.09], [-0.59, -0.10, 0.27], [0.27, 0.34, -0.15], [0.11, 0.11, -0.05], [-0.14, -0.26, -0.30], [-0.24, -0.09, -0.52], [0.69, 0.25, -0.34], [-0.13, 0.14, 0.24], [0.09, 0.11, 0.36], [-0.18, -0.44, -0.57], [-0.16, 0.48, 0.20], [0.34, -0.22, -0.58], [-0.11, 0.04, 0.12], [-0.29, 0.23, -0.18], [0.43, -0.35, 0.21], [-0.01, -0.07, 0.25], [-0.27, 0.05, -0.85], [0.65, -0.58, 0.80], [-0.32, 0.66, 0.05], [-0.46, -0.07, 0.13], [0.41, 0.10, -0.11], [-0.44, 0.10, 0.53], [0.37, -0.16, 0.11], [0.11, -0.22, -0.07], [0.02, 0.27, -0.30], [0.07, 0.03, 0.20], [0.13, 0.04, -0.17], [-0.17, -0.05, -0.08], [0.02, 0.11, -0.02], [-0.17, -0.11, 0.05], [-0.07, -0.28, -0.02], [-0.03, -0.05, 0.39], [0.24, -0.08, 0.00], [-0.01, 0.07, 0.12], [-0.20, -0.04, -0.13], [0.05, -0.19, 0.10], [-0.08, -0.15, -0.19], [0.01, 0.25, 0.20], [0.23, 0.15, 0.21], [0.06, -0.21, 0.00], [-0.06, -0.33, -0.33], [0.07, 0.08, 0.18], [-0.08, 0.23, 0.29], [0.11, 0.02, 0.03], [0.02, -0.07, -0.05], [-0.19, 0.03, -0.09], [-0.18, 0.08, -0.19], [-0.03, -0.18, 0.09], [0.01, -0.07, -0.05], [0.07, 0.26, 0.21], [-0.11, 0.03, -0.06], [0.10, 0.12, 0.09], [-0.09, 0.00, -0.01], [0.03, -0.05, -0.04], [0.04, 0.20, 0.11], [-0.06, -0.07, -0.03], [-0.01, -0.03, 0.00], [0.00, 0.01, 0.01], [0.01, -0.01, -0.01], [0.01, -0.02, 0.00], [0.00, 0.01, 0.00], [-0.03, -0.06, -0.04], [0.03, -0.05, -0.06], [-0.02, -0.06, 0.07], [-0.07, 0.22, -0.16], [0.04, -0.06, 0.11], [0.03, 0.17, -0.06], [0.22, -0.26, -0.11], [-0.03, -0.03, 0.07], [-0.01, 0.12, -0.20], [0.00, -0.07, 0.04], [-0.01, -0.03, 0.01], [0.05, -0.01, -0.03], [-0.01, 0.01, 0.03], [-0.01, 0.00, 0.00], [0.00, -0.01, -0.01], [0.01, -0.06, 0.06], [0.00, 0.00, 0.08], [0.04, -0.04, -0.02], [-0.10, 0.02, 0.09], [-0.11, 0.18, 0.01], [-0.08, 0.16, 0.02], [-0.01, -0.06, -0.05], [0.06, -0.01, 0.02], [-0.20, 0.09, 0.00], [0.05, -0.07, -0.02], [0.01, -0.03, 0.00], [-0.01, 0.01, 0.00], [0.02, 0.01, 0.01], [0.01, -0.01, 0.02], [-0.01, 0.00, -0.01], [0.06, -0.05, -0.01], [0.08, 0.00, 0.01], [-0.03, 0.01, 0.04], [0.00, -0.06, -0.18], [-0.09, 0.07, 0.12], [0.15, 0.06, -0.10], [-0.03, -0.07, 0.03], [-0.03, 0.04, 0.01], [0.13, -0.07, -0.17], [-0.06, -0.02, 0.06], [-0.04, -0.02, 0.01], [0.01, 0.00, -0.01], [0.00, 0.02, 0.01], [-0.03, 0.01, 0.01], [0.01, -0.01, 0.00], [-0.06, 0.01, 0.06], [-0.02, 0.05, 0.06]], "mulliken_charge": [-0.690, 0.154, -0.927, -0.919, -0.567, -0.851, 2.180, -0.897, -1.746, 0.507, -0.893, -0.163, -0.668, -0.516, 0.496, -0.584, -0.456, 0.169, -0.321, 0.688, -0.533, 1.493, -1.129, -0.750, -0.625, 0.260, 0.226, 0.354, 0.229, 0.414, 0.278, 0.169, 0.430, 0.486, 0.571, 0.546, 0.716, 0.803, -0.696, 0.389, 0.266, 0.163, 0.144, 0.257, 0.251, 0.447, 0.404, 0.404, -0.666, 1.502, -0.678, -0.823, -0.619, -0.671, -0.770, 0.355, 0.395, 0.401, 0.279, 0.283, 0.362, 0.418, 0.265, -0.690, 1.340, -0.665, -0.828, 0.043, -0.712, -0.797, 0.441, 0.360, -0.162, 0.283, 0.299, 0.357, 0.408, 0.416, -0.726, 1.229, -0.690, -0.762, -0.580, -0.642, -0.687, 0.400, 0.366, 0.342, 0.299, 0.302, 0.330, 0.356, 0.397, -0.684, 1.061, -0.585, -0.621, -0.592, -0.596, -0.643, 0.407, 0.274, 0.339, 0.303, 0.289, 0.320, 0.356, 0.350]}

=====

# 2
{"formula": "C4H11NO4P", "method": "wB97M-V/def2-TZVPD", "e_above_lowest_kcal_mol": 40.8, "total_charge": -1, "e_tot_ha": -856.165284, "gap_ha": 0.3440, "elements": ["C", "C", "C", "C", "N", "O", "O", "O", "O", "P", "H", "H", "H", "H", "H", "H", "H", "H", "H", "H", "H"], "positions_angstrom": [[-1.996, -0.942, -1.852], [-3.135, -0.190, 1.649], [-2.284, 0.059, 0.577], [-1.115, -0.628, -0.673], [4.870, 0.780, 0.152], [1.067, 1.563, 0.926], [1.170, -0.984, 0.840], [2.439, 0.252, -0.952], [-0.248, 0.357, -0.931], [1.304, 0.235, -0.052], [-1.971, -0.064, -2.460], [-1.516, -1.599, -2.584], [-3.003, -1.140, -1.555], [-2.941, -1.248, 2.048], [-3.633, 0.543, 2.288], [-0.610, -1.508, -0.175], [-2.275, 1.089, 0.063], [4.592, 1.569, 0.562], [5.027, 0.133, 0.927], [3.893, 0.467, -0.259], [0.366, 1.257, 1.461]], "forces_ev_per_angstrom": [[1.09, 0.54, -0.65], [3.72, -2.10, -1.63], [-0.50, 1.58, -1.28], [-2.12, -1.90, 3.58], [-0.74, -4.59, -2.36], [1.88, -0.15, -2.35], [-0.18, 1.32, -0.68], [0.49, 1.31, -1.74], [2.73, 0.72, 0.36], [-3.21, -2.07, 2.75], [-0.54, 1.16, -0.22], [-0.27, -0.81, 0.57], [-0.50, -0.66, -0.13], [-0.90, 1.55, -0.16], [-0.02, -0.15, -0.61], [-0.73, 0.86, -0.62], [-0.34, -0.95, 1.29], [-1.00, 4.33, 2.22], [0.06, 0.05, -0.17], [2.47, 0.35, 0.53], [-1.38, -0.39, 1.32]], "nbo_charge": [-0.665, -0.511, -0.222, 0.157, -1.119, -0.992, -1.185, -1.133, -0.801, 2.493, 0.215, 0.212, 0.218, 0.188, 0.200, 0.227, 0.159, 0.327, 0.329, 0.415, 0.487]}